ORCA calculation (ωB97M-V with the def2-TZVPD basis set) on a cluster of 2 separate species, C5H11NO in total at a distorted geometry.

Last columns: bonded neighbours and bond lengths (Å).
Element x y z (Å)
1 O 3.058 3.076 -1.074  H10 0.986, H15 0.991
2 N 1.613 1.329 1.766  C6 1.430, H9 1.017, H11 1.013
3 C -2.342 -2.366 -1.209  C4 1.505, H8 1.100, H16 1.111, H18 1.092
4 C -1.076 -1.687 -0.760  C3 1.505, C7 1.359, H12 1.083
5 C -0.101 0.373 0.328  C6 1.382, C7 1.443, H13 1.110
6 C 0.902 0.196 1.262  N2 1.430, C5 1.382, H17 1.080
7 C -1.159 -0.536 -0.041  C4 1.359, C5 1.443, H14 1.094
8 H -3.125 -2.384 -0.437  C3 1.100
9 H 1.551 1.356 2.780  N2 1.017
10 H 2.843 2.135 -1.276  O1 0.986
11 H 1.463 2.224 1.316  N2 1.013
12 H -0.129 -2.115 -1.063  C4 1.083
13 H -0.176 1.446 0.052  C5 1.110
14 H -2.173 -0.186 0.175  C7 1.094
15 H 3.173 2.927 -0.100  O1 0.991
16 H -2.868 -1.795 -2.004  C3 1.111
17 H 0.773 -0.636 1.938  C6 1.080
18 H -2.227 -3.358 -1.651  C3 1.092

Output
Multiplicity = 2
Net charge = -1
Total energy = -326.99227 hartree
Frontier orbital gap (spin up / spin down) = 0.0973 / 0.2704 Ha

Atom charges from the natural (NBO) analysis, given in e for atoms 1 to 4: -0.9997, -1.0647, -0.6392, -0.2888